# 1
DFT (ωB97M-V/def2-TZVPD) results for C24H27N9O4Zr as an isolated structure.

```
65
C24H27N9O4Zr (ωB97M-V/def2-TZVPD)
Zr 0.604 -0.044 0.400
C 0.589 -3.116 -0.853
C 1.869 -2.996 -0.073
N 1.638 -2.071 1.059
C 0.887 -2.681 2.191
C -0.604 -2.391 2.142
C -1.525 -3.129 2.861
C -2.858 -2.748 2.820
C -3.250 -1.662 2.047
C -2.283 -0.977 1.341
C -2.577 0.222 0.497
N -1.536 0.402 -0.546
C -1.794 -0.363 -1.797
C -1.292 -1.785 -1.657
N 0.128 -1.762 -1.223
N -0.992 -1.333 1.403
H -0.188 -3.583 -0.243
H 0.727 -3.743 -1.736
H 2.655 -2.566 -0.699
H 2.218 -3.971 0.273
H 2.540 -1.796 1.444
H 1.277 -2.257 3.118
H 1.064 -3.758 2.221
H -1.206 -3.978 3.450
H -3.596 -3.301 3.385
H -4.286 -1.356 2.001
H -2.587 1.115 1.129
H -3.566 0.144 0.043
H -1.577 1.389 -0.787
H -1.258 0.145 -2.601
H -2.858 -0.345 -2.042
H -1.402 -2.318 -2.605
H -1.870 -2.333 -0.912
H 0.676 -1.441 -2.041
N 2.410 1.281 -4.500
C 1.672 0.615 -5.439
C 1.012 -0.367 -4.761
N 1.332 -0.310 -3.429
C 2.174 0.691 -3.301
C 2.795 1.102 -2.050
N 2.336 0.881 -0.811
C 3.237 1.507 0.042
C 4.229 2.073 -0.677
N 3.935 1.799 -1.990
H 2.957 2.106 -4.688
H 1.680 0.894 -6.478
H 0.343 -1.111 -5.160
H 3.100 1.505 1.110
H 5.098 2.634 -0.381
H 4.525 2.039 -2.772
O -3.614 5.208 1.886
C -3.205 4.320 2.635
O -3.647 3.727 3.626
C -1.853 3.696 2.165
C -1.413 3.884 0.853
C -0.467 3.032 0.337
N 0.080 2.041 1.073
C -0.204 2.004 2.401
C -1.157 2.802 2.981
C 0.557 0.946 3.144
O 0.553 0.771 4.316
O 1.256 0.162 2.267
H -1.898 4.660 0.271
H -0.147 3.097 -0.700
H -1.445 2.699 4.020
```

Max |F|   0.0080 hartree/bohr
Charge   +2
HOMO level   -12.341 eV
Kohn-Sham gap   5.24 eV
Relative energy (zero: lowest compared OMol25 entry of this formula, charge and spin)   60.5 kJ/mol
Electronic energy   -1771.266536 hartree

***

# 2
DFT (ωB97M-V/def2-TZVPD) results for C24H27OPt as an isolated structure.

```
53
C24H27OPt (ωB97M-V/def2-TZVPD)
C -1.989 1.801 -0.399
C -0.922 1.789 -1.674
C -0.782 0.415 -2.032
H -0.635 2.562 -2.463
C -1.609 -0.448 -1.223
C -2.103 0.358 -0.100
H -2.978 0.041 0.426
H -2.732 2.587 -0.141
H -0.403 0.000 -2.952
H -2.113 -1.301 -1.594
C 2.313 0.090 0.454
C 2.023 1.438 0.361
C 1.152 1.898 1.444
H 2.483 2.093 -0.353
C 0.628 0.573 1.997
C 1.561 -0.485 1.537
H 1.788 -1.386 2.036
H 3.048 -0.448 -0.075
H 1.314 2.711 2.138
H 0.180 0.535 2.974
Pt -0.043 -0.561 0.214
O 0.982 -2.168 -0.546
C 0.216 -2.903 -1.496
C -0.741 -3.786 -0.818
H -0.352 -2.311 -2.257
H 1.035 -3.511 -1.900
H -1.771 -3.463 -0.704
H -2.130 -5.962 -0.764
C -1.180 -6.099 -0.244
C -0.320 -4.970 -0.199
C 0.947 -5.112 0.454
H 1.564 -4.209 0.523
C 1.318 -6.339 0.995
H 2.272 -6.456 1.517
C 0.466 -7.448 0.882
H 0.765 -8.413 1.283
C -0.780 -7.328 0.252
H -1.435 -8.194 0.134
C -1.377 5.209 0.713
C -0.016 4.762 0.177
C 0.146 5.294 -1.246
C 1.093 5.298 1.057
C 0.179 3.185 0.261
C -0.600 2.177 -0.234
H -1.455 6.294 0.777
H -1.535 4.815 1.730
H -2.213 4.860 0.081
H 0.143 6.382 -1.287
H 1.103 4.966 -1.678
H -0.659 4.950 -1.918
H 0.960 4.911 2.075
H 2.058 4.927 0.687
H 1.137 6.377 1.116
```

Expectation value of S²   2.04
Max |F|   0.0728 hartree/bohr
Spin multiplicity   3
Charge   -1
HOMO level (alpha / beta)   -2.421 / -2.395 eV
Kohn-Sham gap (alpha / beta)   5.34 / 5.11 eV
Relative energy (zero: lowest compared OMol25 entry of this formula, charge and spin)   172.2 kJ/mol
Electronic energy   -1124.854159 hartree

***

# 3
DFT (ωB97M-V/def2-TZVPD) results for C24H28AuCl2N4O3S as an isolated structure.

```
63
C24H28AuCl2N4O3S (ωB97M-V/def2-TZVPD)
Au 1.586 1.944 2.131
O -5.081 3.537 2.295
C -4.197 4.399 1.631
C -2.808 3.862 1.787
C -1.714 4.512 1.213
C -0.460 3.974 1.371
N -0.271 2.832 2.055
C -1.303 2.200 2.646
C -2.581 2.699 2.521
C -0.949 0.998 3.420
C -1.857 0.226 4.110
C -1.424 -0.896 4.820
C -2.426 -1.733 5.559
O -3.519 -0.906 5.870
C -0.068 -1.208 4.814
C 0.800 -0.398 4.113
N 0.360 0.666 3.438
H -5.973 3.904 2.298
H -4.219 5.420 2.030
H -4.418 4.479 0.559
H -1.831 5.433 0.657
H 0.417 4.464 0.967
H -3.423 2.218 2.997
H -2.908 0.475 4.137
H -1.962 -2.183 6.440
H -2.719 -2.557 4.893
H -4.178 -1.395 6.377
H 0.320 -2.064 5.351
H 1.866 -0.591 4.105
C -1.024 -3.096 -3.941
C -1.611 -1.686 -3.908
C -0.554 -0.623 -3.652
N -0.034 -0.775 -2.269
C 1.020 -0.236 -1.716
S 1.116 -0.276 0.035
N 2.005 0.351 -2.387
C 2.506 0.102 -3.771
O 2.868 1.065 -4.366
C 2.563 -1.296 -4.214
C 2.595 -1.522 -5.591
C 2.669 -2.816 -6.070
C 2.775 -3.881 -5.182
C 2.787 -3.655 -3.810
C 2.686 -2.365 -3.324
H -1.814 -3.836 -4.063
H -0.482 -3.343 -3.023
H -0.330 -3.204 -4.776
H -2.395 -1.606 -3.148
H -2.082 -1.457 -4.863
H -0.966 0.384 -3.746
H 0.258 -0.728 -4.365
H -0.637 -1.307 -1.652
H 2.554 1.045 -1.898
H 2.574 -0.679 -6.270
H 2.663 -2.991 -7.137
H 2.866 -4.892 -5.559
H 2.886 -4.486 -3.125
H 2.753 -2.200 -2.253
Cl 5.931 -0.195 2.964
C 4.971 1.210 3.251
Cl 3.917 1.539 1.769
H 5.597 2.087 3.366
H 4.306 1.058 4.092
```

Expectation value of S²   2.01
Max |F|   0.0140 hartree/bohr
Spin multiplicity   3
Charge   +3
HOMO level (alpha / beta)   -16.392 / -16.387 eV
Kohn-Sham gap (alpha / beta)   7.27 / 4.24 eV
Relative energy (zero: lowest compared OMol25 entry of this formula, charge and spin)   31.1 kJ/mol
Electronic energy   -2829.324218 hartree

***

# 4
DFT (ωB97M-V/def2-TZVPD) results for C24H28BrN4SV as an isolated structure.

```
59
C24H28BrN4SV (ωB97M-V/def2-TZVPD)
V 0.475 -1.199 -0.176
C -2.074 1.811 -0.549
C -1.976 1.994 0.999
C -3.347 2.059 1.630
C -1.173 0.904 1.728
C -0.029 1.264 2.435
C 0.831 0.345 3.040
C 0.599 -1.040 3.033
C 1.393 -2.065 3.711
C -0.667 -1.371 2.453
C -1.446 -0.486 1.752
H -2.344 2.695 -1.166
H -2.915 1.223 -0.836
H -1.169 1.306 -0.989
H -1.487 2.960 1.006
H -3.711 1.047 1.900
H -4.088 2.482 0.963
H -3.303 2.591 2.618
H 0.179 2.312 2.409
H 1.748 0.738 3.529
H 0.808 -2.655 4.450
H 2.206 -1.565 4.283
H 1.804 -2.723 2.986
H -0.951 -2.437 2.555
H -2.373 -0.927 1.374
C -0.684 2.119 -3.807
N 0.303 2.172 -2.768
C 0.858 3.358 -2.392
C 1.855 3.084 -1.515
N 1.934 1.672 -1.483
C 0.933 1.143 -2.174
S 0.475 -0.502 -2.460
C 2.888 1.055 -0.726
C 4.170 1.660 -0.577
C 5.082 1.055 0.214
C 4.779 -0.261 0.697
C 3.558 -0.745 0.408
N 2.508 -0.098 -0.220
H -1.329 2.971 -3.815
H -1.390 1.348 -3.501
H -0.154 2.009 -4.704
H 0.662 4.332 -2.902
H 2.522 3.855 -1.139
H 4.396 2.690 -0.954
H 6.066 1.471 0.415
H 5.485 -0.810 1.291
H 3.324 -1.757 0.764
Br -4.788 -1.818 -2.292
C -3.309 -2.821 -1.737
C -3.206 -4.213 -1.842
C -2.057 -4.801 -1.265
C -1.105 -4.000 -0.628
N -1.146 -2.660 -0.652
C -2.263 -2.078 -1.151
H -3.946 -4.870 -2.239
H -2.025 -5.885 -1.260
H -0.296 -4.401 -0.035
H -2.416 -0.983 -1.013
H 1.327 -2.556 0.329
```

Expectation value of S²   3.77
Max |F|   0.0664 hartree/bohr
Spin multiplicity   4
Charge   +1
HOMO level (alpha / beta)   -9.845 / -11.021 eV
Kohn-Sham gap (alpha / beta)   7.10 / 8.22 eV
Relative energy (zero: lowest compared OMol25 entry of this formula, charge and spin)   0.0 kJ/mol
Electronic energy   -5066.315542 hartree

***

# 5
DFT (ωB97M-V/def2-TZVPD) results for C24H28Cl3F4IrN6S2 as an isolated structure.

```
68
C24H28Cl3F4IrN6S2 (ωB97M-V/def2-TZVPD)
Ir -0.432 -0.382 0.541
C 2.698 1.026 -1.181
C 1.454 0.659 -1.974
N -1.281 1.093 -2.094
C -2.401 1.947 -1.618
C -3.178 1.414 -0.419
C -1.754 -0.203 -2.654
C -1.100 -1.495 -2.184
N -1.181 -1.660 -0.746
C -1.362 -2.957 -0.243
C -1.936 -3.119 1.019
F -2.272 -2.009 1.720
C -2.136 -4.358 1.590
F -2.687 -4.426 2.799
C -1.763 -5.510 0.925
C -1.160 -5.373 -0.308
F -0.738 -6.447 -0.968
C -0.941 -4.127 -0.873
F -0.252 -4.055 -2.026
H 3.579 0.639 -1.692
H 2.674 0.599 -0.179
H 2.811 2.107 -1.097
H 1.375 -0.412 -2.131
H 1.410 1.161 -2.939
H -3.065 2.071 -2.475
H -1.992 2.931 -1.386
H -3.823 0.573 -0.670
H -3.808 2.203 -0.009
H -2.503 1.091 0.385
H -1.670 -0.147 -3.741
H -2.812 -0.283 -2.407
H -0.082 -1.594 -2.572
H -1.670 -2.286 -2.674
H -1.922 -6.485 1.362
Cl 1.815 3.907 3.071
C 1.043 2.531 3.884
Cl 2.221 1.631 4.835
Cl -0.308 3.061 4.872
C 0.538 1.636 2.835
N 0.154 0.939 2.015
C 1.399 5.659 -1.473
N 0.968 4.280 -1.178
C 0.381 3.400 -1.950
S 0.007 1.194 -1.025
N 0.056 3.498 -3.210
C 0.263 4.589 -4.182
H 1.581 6.160 -0.526
H 0.619 6.200 -2.000
H 2.319 5.665 -2.054
H 1.114 3.974 -0.227
H -0.463 2.692 -3.542
H 1.278 4.969 -4.119
H -0.451 5.395 -4.024
H 0.112 4.179 -5.176
S 2.915 -3.379 1.218
C 1.883 -2.268 0.460
N 0.996 -1.699 1.230
C 1.071 -2.172 2.542
C 0.212 -1.856 3.596
C 0.434 -2.457 4.814
C 1.487 -3.367 4.997
C 2.321 -3.709 3.956
C 2.094 -3.104 2.720
H 1.956 -2.056 -0.595
H -0.627 -1.187 3.453
H -0.223 -2.236 5.644
H 1.634 -3.821 5.967
H 3.117 -4.429 4.087
```

Max |F|   0.0104 hartree/bohr
Charge   +2
HOMO level (alpha / beta)   -12.947 / -12.931 eV
Kohn-Sham gap (alpha / beta)   5.72 / 6.47 eV
Electronic energy   -3939.958070 hartree

***

# 6
DFT (ωB97M-V/def2-TZVPD) results for C24H28Cl5N2O5SW as an isolated structure.

```
66
C24H28Cl5N2O5SW (ωB97M-V/def2-TZVPD)
W -0.900 1.512 -0.586
Cl 1.969 -0.742 5.161
C 1.604 -0.441 3.513
C 2.328 -1.092 2.505
Cl 3.534 -2.239 2.916
C 2.049 -0.843 1.163
Cl 2.884 -1.629 -0.111
C 1.037 0.050 0.835
O 0.603 0.310 -0.404
C 0.296 0.682 1.845
O -0.700 1.454 1.409
C 0.574 0.435 3.182
Cl -0.405 1.191 4.376
C -7.597 -1.319 3.034
C -6.072 -1.388 2.995
C -5.444 -0.115 3.564
C -3.916 -0.180 3.627
N -3.306 -0.370 2.305
C -3.298 0.507 1.327
S -2.781 -0.017 -0.254
N -3.675 1.765 1.515
C -4.004 2.684 0.434
C -2.808 3.431 -0.161
C -1.944 4.157 0.876
C -2.680 5.353 1.484
H -8.034 -2.222 2.610
H -7.957 -0.465 2.458
H -7.957 -1.213 4.057
H -5.746 -1.529 1.961
H -5.732 -2.252 3.574
H -5.811 0.051 4.579
H -5.770 0.739 2.965
H -3.614 -1.032 4.232
H -3.492 0.713 4.092
H -2.976 -1.293 2.071
H -3.792 2.095 2.462
H -4.699 3.418 0.837
H -4.515 2.125 -0.349
H -3.195 4.170 -0.866
H -2.243 2.705 -0.841
H -1.032 4.511 0.396
H -1.656 3.472 1.670
H -2.804 6.154 0.755
H -2.105 5.744 2.322
H -3.669 5.085 1.862
C 1.791 1.430 -4.388
C 1.091 0.160 -3.968
C 1.690 -1.047 -4.335
C 1.158 -2.276 -3.995
Cl 1.963 -3.721 -4.474
C -0.018 -2.345 -3.266
C -0.630 -1.166 -2.903
C -0.091 0.070 -3.238
O -0.865 1.170 -2.756
C -0.878 2.429 -3.461
C -0.016 3.437 -2.674
O 0.501 4.375 -3.203
O 0.015 3.141 -1.390
H 2.828 1.210 -4.629
H 1.794 2.196 -3.616
H 1.341 1.845 -5.292
H 2.616 -1.009 -4.892
H -0.451 -3.294 -2.986
H -1.563 -1.202 -2.360
H -1.914 2.775 -3.456
H -0.549 2.324 -4.486
```

Expectation value of S²   2.02
Max |F|   0.0542 hartree/bohr
Spin multiplicity   3
Charge   +1
HOMO level (alpha / beta)   -10.988 / -11.021 eV
Kohn-Sham gap (alpha / beta)   7.01 / 7.26 eV
Relative energy (zero: lowest compared OMol25 entry of this formula, charge and spin)   0.0 kJ/mol
Electronic energy   -4183.138294 hartree